[1]
A molecular structure, C60H88BCl2N11P3SV at a distorted geometry, computed with ωB97M-V/def2-TZVPD.

Output
HOMO (alpha / beta)   -0.1173 / -0.0836 hartree
Kohn-Sham gap (alpha / beta)   5.39 / 4.47 eV
Energy   -6252.82058 Eh
<S²>   1.120
Energy above the lowest of the compared OMol25 structures with the same formula, charge and spin   0.0 kJ/mol

Structure (ORCA input):
```
! RIJCOSX wB97M-V def2-TZVPD def2/J DEFGRID3
* xyz -1 2
V 1.26874 0.40997 -0.67701
C 6.59969 -0.14151 1.29708
C 5.61579 -0.10834 0.12796
C 6.33067 -0.57853 -1.14028
C 5.14800 1.35022 -0.02491
P 3.99803 -1.11935 0.25780
C 3.36863 -0.43689 1.87397
N 1.98456 -0.79011 2.03163
B 0.89213 -0.64246 1.06816
N -0.21140 -1.30425 1.75553
C -1.57186 -1.40258 1.33110
P -2.14830 -2.83854 0.23936
C -4.02071 -2.33236 0.10567
C -4.12223 -1.89238 -1.35869
C -4.45559 -1.16008 0.98631
C -4.99331 -3.48424 0.34359
C -1.96472 -4.49462 1.22588
C -0.45351 -4.58262 1.45784
C -2.66484 -4.64248 2.57066
C -2.35045 -5.65185 0.28053
C 0.15451 -1.62770 3.04098
C -0.57269 -2.09666 4.12177
C 0.08465 -2.35209 5.31861
C 1.43683 -2.10252 5.45949
C 2.16859 -1.56724 4.41075
C 1.53026 -1.33145 3.20226
C 4.42270 -2.92205 0.80505
C 5.54625 -3.14503 1.81477
C 4.73511 -3.69806 -0.47525
C 3.13145 -3.49544 1.40498
H 7.29604 0.68946 1.17728
H 6.09189 -0.01194 2.24906
H 7.18397 -1.05534 1.31993
H 7.16857 0.07715 -1.37679
H 6.72381 -1.58503 -1.00721
H 5.64421 -0.58342 -1.98518
H 5.70690 1.85520 -0.80966
H 4.08554 1.41794 -0.26406
H 5.29221 1.89868 0.90293
H 3.95809 -0.84485 2.70209
H 3.49037 0.65527 1.86103
H -2.23107 -1.31508 2.19849
H -1.74302 -0.55614 0.65023
H -3.41413 -1.09151 -1.56153
H -3.90870 -2.72519 -2.02743
H -5.12231 -1.52750 -1.58860
H -3.82631 -0.29003 0.82230
H -5.47968 -0.88560 0.72508
H -4.44471 -1.42437 2.04355
H -4.69786 -4.37856 -0.19515
H -5.07439 -3.71166 1.40250
H -5.98372 -3.19466 -0.00754
H -0.11310 -3.83392 2.16441
H -0.19151 -5.56371 1.85314
H 0.08922 -4.44157 0.52593
H -2.57654 -3.73517 3.15547
H -3.71625 -4.88400 2.45795
H -2.19473 -5.45039 3.12993
H -2.41535 -5.31962 -0.75677
H -1.60257 -6.44483 0.32926
H -3.30509 -6.09287 0.55526
H -1.64176 -2.24779 4.07467
H -0.47671 -2.74498 6.15349
H 1.92381 -2.29759 6.40583
H 3.20975 -1.31884 4.56857
H 6.52876 -3.02164 1.36703
H 5.46237 -2.47966 2.67042
H 5.48272 -4.16838 2.18701
H 5.68525 -3.40173 -0.90880
H 4.77942 -4.76733 -0.27118
H 3.95909 -3.52336 -1.21608
H 3.02917 -3.22240 2.45298
H 2.25402 -3.13061 0.87395
H 3.14495 -4.58617 1.34737
C -5.26162 2.55719 0.05596
C -4.87937 3.98082 0.34567
C -5.87001 4.94833 0.25601
C -5.64968 6.27607 0.58519
C -4.38873 6.64758 1.02353
C -3.38602 5.71075 1.11423
C -3.59263 4.36058 0.77125
N -2.52454 3.51529 1.00558
C -2.18995 2.17406 0.73144
N -2.27117 1.66825 -0.57848
C -1.24421 2.18396 -1.45357
C 0.11857 1.99928 -1.15685
C 0.99264 2.81632 -1.88367
C 0.59159 3.60659 -2.94878
C -0.72739 3.56981 -3.35294
C -1.66177 2.88475 -2.59228
C -3.09947 2.89994 -3.04742
N -1.61374 1.46197 1.61908
C -1.43847 1.78609 2.94393
C -0.13580 1.64895 3.44772
C 0.16129 1.92862 4.76414
C -0.83989 2.35099 5.62601
C -2.14129 2.41844 5.15562
C -2.47076 2.12576 3.84184
C -3.91389 2.11155 3.42679
H -6.29121 2.38257 0.36333
H -4.62457 1.86256 0.59387
H -5.20314 2.33802 -1.01100
H -6.85905 4.64152 -0.05899
H -6.45156 6.99710 0.52567
H -4.19216 7.66916 1.31302
H -2.41260 5.99665 1.49013
H -1.84764 3.90719 1.65973
H -3.16894 1.87706 -0.99841
H 2.05026 2.84450 -1.62486
H 1.30653 4.19704 -3.50744
H -1.04454 4.06816 -4.25891
H -3.15585 3.32896 -4.04548
H -3.72236 3.50937 -2.38863
H -3.50493 1.88852 -3.10679
H 0.62457 1.33104 2.75023
H 1.17623 1.81329 5.11830
H -0.61371 2.60257 6.65315
H -2.93565 2.69633 5.83433
H -4.55280 1.93928 4.29229
H -4.07639 1.31292 2.70574
H -4.20833 3.05632 2.96812
Cl 3.28638 0.76674 -2.56454
C 2.83675 1.55694 -4.03294
C 3.72351 2.39708 -4.65725
C 3.36412 3.01713 -5.84546
C 2.09436 2.79361 -6.37186
C 1.21500 1.97054 -5.71727
Cl -0.35631 1.69036 -6.39125
C 1.51921 1.28859 -4.50617
N 0.64025 0.48363 -3.96107
H 4.69690 2.56669 -4.21484
H 4.05062 3.67764 -6.35191
H 1.80044 3.26479 -7.29903
C -0.72540 -3.78181 -2.89559
N 0.64754 -3.87627 -2.28769
C 1.62012 -4.04592 -3.41610
N 1.55165 -2.96779 -4.32846
C 0.20240 -2.81254 -4.84794
N -0.81421 -2.71695 -3.81832
C -0.82409 -1.39750 -3.20046
P 0.85941 -0.68622 -2.78516
C 0.95009 -2.59744 -1.59073
C 2.09442 -1.71201 -3.83929
H -1.43522 -3.61900 -2.07881
H -0.93142 -4.73704 -3.39878
H 0.68035 -4.69969 -1.66769
H 1.36913 -4.98272 -3.93979
H 2.62674 -4.11474 -2.98923
H -0.01433 -3.68070 -5.48773
H 0.16433 -1.89931 -5.44184
H -1.41444 -1.43081 -2.28089
H -1.29595 -0.70168 -3.89815
H 0.26406 -2.49548 -0.74340
H 1.96194 -2.68953 -1.17834
H 3.01131 -1.92042 -3.27635
H 2.37277 -1.12103 -4.72099
C 0.08397 5.82807 -0.33807
N 1.22591 5.07011 0.12353
C 1.17239 4.24571 1.20575
N 0.19783 4.47097 2.15052
S 2.30044 3.04816 1.40025
H 0.36215 6.34141 -1.25517
H -0.19123 6.57740 0.40587
H -0.78024 5.18798 -0.53869
H 1.80050 4.68407 -0.61403
H -0.04132 5.43213 2.34437
H 0.30374 3.87972 2.96679
*
```

Mulliken atomic charge list, values in e, 4 entries:
1. V -3.030
2. C -1.966
3. C 2.343
4. C -1.982

***

[2]
15 unconnected molecules or ions with the total composition C60H94F6O30S3 at a distorted geometry, computed with ωB97M-V/def2-TZVPD.

Output
HOMO   -0.3651 hartree
Kohn-Sham gap   9.80 eV
Energy   -6393.72139 Eh
Energy above the lowest of the compared OMol25 structures with the same formula, charge and spin   0.0 kJ/mol

Structure (ORCA input):
```
! RIJCOSX wB97M-V def2-TZVPD def2/J DEFGRID3
* xyz 0 1
C 0.22852 -5.95868 -0.35948
C 0.69442 -5.39638 0.94547
O 1.90408 -6.06934 1.38429
C 1.71324 -7.20082 2.00418
O 0.60799 -7.74733 2.11575
C 3.01585 -7.77199 2.60809
F 2.86386 -7.88568 3.93687
F 3.18538 -8.98638 2.07012
F 4.05537 -7.00655 2.41812
H 0.99917 -6.08380 -1.11243
H -0.56355 -5.31387 -0.74780
H -0.20398 -6.95499 -0.18502
H -0.03788 -5.45703 1.75023
H 0.97755 -4.32345 0.79981
C 3.53107 -1.95972 -3.34061
C 2.60650 -1.00183 -4.05215
O 1.37292 -1.74937 -4.20278
C 0.45650 -1.15781 -4.95565
O 0.53825 -0.03977 -5.46310
C -0.76426 -2.05940 -5.19595
F -0.64768 -3.24936 -4.51916
F -1.82309 -1.36226 -4.72036
F -0.93942 -2.29674 -6.50300
H 3.73277 -2.83898 -3.97069
H 3.08243 -2.26866 -2.39251
H 4.49370 -1.46639 -3.15882
H 3.00591 -0.70090 -5.02132
H 2.43278 -0.13030 -3.41876
O 6.17369 -3.94973 -2.17105
C 5.84540 -3.68514 -1.04578
O 6.46790 -2.70866 -0.35499
C 5.77761 -2.43791 0.86663
C 5.05972 -3.77768 1.14793
C 4.74638 -4.28124 -0.24973
H 5.15090 -1.57836 0.64096
H 6.46542 -2.21021 1.67534
H 4.20236 -3.70207 1.81913
H 5.79789 -4.42104 1.64909
H 3.86132 -3.93214 -0.77121
H 4.75983 -5.37674 -0.26927
O -6.68299 -2.34077 0.92274
C -6.81088 -1.35810 1.60663
O -7.09148 -1.36597 2.91158
C -7.34242 -0.06594 3.47868
C -6.79527 0.92688 2.44028
C -6.66382 0.06821 1.09433
H -6.84080 -0.06799 4.46536
H -8.39589 0.18780 3.71995
H -5.80733 1.27665 2.72343
H -7.40338 1.82844 2.36254
H -5.77310 0.22216 0.48997
H -7.51420 0.31688 0.45350
O -1.85800 1.54264 -2.93696
C -2.94203 1.88408 -2.51653
O -3.07734 2.19252 -1.24630
C -4.43231 2.67760 -1.00838
C -5.26131 2.14432 -2.21521
C -4.19053 2.07485 -3.30799
H -4.38305 3.76466 -0.82590
H -4.80123 2.26999 -0.03651
H -6.18443 2.68335 -2.40734
H -5.51228 1.09835 -1.98248
H -4.18261 3.02210 -3.84798
H -4.27308 1.27956 -4.04582
O -0.28205 -2.87473 6.44839
C 0.80714 -3.08039 5.99935
O 1.89309 -3.17499 6.77400
C 3.04726 -3.60122 6.04068
C 2.52431 -3.97587 4.65655
C 1.23003 -3.22437 4.54280
H 3.55413 -4.45915 6.50115
H 3.71657 -2.75006 5.96969
H 2.30954 -5.05828 4.63077
H 3.25347 -3.78660 3.86028
H 0.40370 -3.66499 3.95409
H 1.35910 -2.19071 4.16893
O 3.40519 5.49612 -0.92030
C 3.90606 4.40139 -0.86528
O 3.66697 3.50666 -1.85031
C 4.50846 2.32954 -1.66765
C 5.40018 2.58113 -0.43744
C 4.74196 3.81548 0.20872
H 5.08048 2.15083 -2.59628
H 3.78861 1.51786 -1.55281
H 6.39309 2.86445 -0.77452
H 5.46103 1.67962 0.15546
H 5.52195 4.43289 0.64793
H 4.13038 3.47833 1.04918
O 2.48639 -1.78909 0.13343
C 1.55558 -1.05957 -0.19180
O 1.76643 -0.02243 -0.97484
C 0.51385 0.69053 -1.25467
C -0.46789 0.15040 -0.18307
C 0.07268 -1.24117 0.11974
H 0.17134 0.43289 -2.26225
H 0.82879 1.73351 -1.19180
H -1.46957 0.28719 -0.60555
H -0.36582 0.74573 0.73139
H -0.31842 -1.98800 -0.57767
H -0.04097 -1.62706 1.14334
O -2.46177 -4.04449 1.60649
C -2.56383 -3.10503 2.38996
O -1.50880 -2.45016 2.82310
C -1.88211 -1.38881 3.76441
C -3.36758 -1.17104 3.47033
C -3.82704 -2.56948 2.98722
H -1.33827 -0.46386 3.55356
H -1.59299 -1.78190 4.73699
H -3.33407 -0.48486 2.61331
H -3.94222 -0.73211 4.28954
H -4.64332 -2.73104 2.29091
H -4.06458 -3.13038 3.89586
O -4.13966 -4.81518 -2.97237
C -4.25402 -3.67499 -2.53907
O -5.23358 -2.86269 -2.90336
C -5.06108 -1.51404 -2.46198
C -4.07257 -1.66825 -1.25313
C -3.31298 -2.98636 -1.61154
H -6.04960 -1.20022 -2.12037
H -4.75209 -0.81567 -3.24917
H -4.72511 -1.86378 -0.40697
H -3.44692 -0.80279 -1.01473
H -3.11039 -3.62967 -0.74962
H -2.39414 -2.89303 -2.18748
O 1.41790 2.86986 1.17931
C 0.89512 3.87321 0.78613
O 1.24453 5.08879 1.19751
C 0.59596 6.11158 0.41039
C -0.78435 5.48770 -0.00678
C -0.27469 4.05701 -0.15252
H 1.31826 6.31380 -0.38605
H 0.47298 7.03073 1.00676
H -1.16386 5.82746 -0.96026
H -1.54338 5.63744 0.76986
H 0.01003 3.91612 -1.19907
H -1.10283 3.34672 0.04434
O -4.41120 0.19357 -9.57303
C -3.72529 0.85168 -8.81146
O -4.14559 2.03982 -8.36211
C -3.16085 2.65770 -7.54735
C -2.25675 1.53932 -7.02196
C -2.42310 0.50661 -8.22678
H -3.54488 3.20452 -6.68114
H -2.65118 3.34579 -8.21449
H -2.70180 1.09129 -6.11468
H -1.22320 1.82916 -6.84901
H -2.40062 -0.46765 -7.74444
H -1.67574 0.54834 -9.02124
C -0.76093 4.41223 5.30390
C -1.26402 3.10629 6.00291
C -2.30334 2.44288 5.09255
S -1.86469 2.90549 3.37811
O -2.96022 3.77874 2.86665
O -1.34709 1.76295 2.63951
C -0.51504 4.06453 3.82415
H 0.18874 4.75380 5.73086
H -1.50255 5.19309 5.39259
H -1.76101 3.38289 6.94251
H -0.37041 2.51227 6.16540
H -3.33053 2.79997 5.24208
H -2.22552 1.34380 5.12863
H -0.59273 4.92454 3.14814
H 0.47092 3.61142 3.71235
C 3.99353 -0.45683 3.76650
C 4.63724 -0.02476 5.07441
C 3.46543 0.15537 6.11005
S 2.17713 0.93529 5.08969
O 2.24673 2.41618 5.27196
O 1.00730 0.12309 5.24389
C 2.85560 0.44344 3.44958
H 3.59740 -1.46342 3.91175
H 4.69594 -0.45550 2.92220
H 5.09636 0.95397 4.97581
H 5.37566 -0.75241 5.42728
H 3.76736 0.82148 6.93729
H 3.12058 -0.82121 6.44121
H 3.19091 1.35743 2.93534
H 2.01414 -0.00203 2.90966
C 1.30398 4.55515 -4.08539
C 1.10481 3.14659 -4.74371
C 2.48511 2.61544 -5.22878
S 3.44656 4.11461 -5.66844
O 3.47139 4.33517 -7.11141
O 4.58491 4.05427 -4.76612
C 2.25865 5.32929 -5.03580
H 1.86837 4.43193 -3.16463
H 0.36623 5.10810 -3.87825
H 0.38393 3.08684 -5.54561
H 0.77803 2.45882 -3.95052
H 2.38148 2.01945 -6.13232
H 3.07386 2.07694 -4.49557
H 1.76706 5.68053 -5.93768
H 2.77588 6.15169 -4.53818
*
```

Mulliken atomic charge list, values in e, 4 entries:
1. C -1.338
2. C 0.186
3. O -0.026
4. C 0.395